Formula: C4H7FGdO3
Source: the Open Molecules 2025 dataset
Level of theory: the ωB97M-V functional and the def2-TZVPD basis

The net charge is +1. The orbital gap (spin up / spin down) is 7.0 / 5.9 eV. The total energy comes out at -33944.914 eV. Its spin multiplicity is 8.

Geometry (Å):
F 1.59 -2.06 0.38
O -2.09 1.44 -1.93
C -1.32 1.61 -2.93
O -0.02 1.48 -2.56
C 0.78 2.41 -1.74
C 1.24 -1.06 1.26
O -0.12 -0.81 1.13
C -1.00 -1.81 1.69
Gd -1.01 1.01 -0.12
H 0.53 3.45 -2.03
H 1.81 2.03 -1.87
H 1.79 -0.15 0.98
H 1.47 -1.42 2.27
H -2.02 -1.49 1.47
H -0.79 -2.78 1.22
H -0.84 -1.86 2.77

***

Formula: C10H12N2
Source: the Open Molecules 2025 dataset
Level of theory: the ωB97M-V functional and the def2-TZVPD basis

The orbital gap (spin up / spin down) is 6.7 / 6.7 eV. The total energy comes out at -13539.560 eV. Its spin multiplicity is 1.

Geometry (Å):
C 2.62 -0.69 -0.57
C 2.33 -0.12 0.61
C 0.28 -0.57 -1.10
C 1.50 -0.91 -1.48
C 1.06 0.47 0.98
C -0.04 0.01 0.12
C -2.65 0.30 -0.31
C -2.33 0.75 1.11
C 1.77 -1.61 -2.84
C -2.76 1.47 2.30
N 0.94 1.21 2.00
N -1.31 0.40 0.39
H 3.56 -0.96 -0.90
H 3.01 0.11 1.48
H -0.65 -0.69 -1.74
H -2.94 -0.72 -0.24
H -3.04 0.88 -1.06
H 2.78 -1.41 -3.36
H 1.70 -2.72 -2.74
H 0.88 -1.36 -3.31
H -1.93 1.61 3.09
H -3.44 0.93 2.95
H -3.20 2.32 2.02
H 1.84 1.30 2.60

***

Formula: C22H28InN9O3S
Source: the Open Molecules 2025 dataset
Level of theory: the ωB97M-V functional and the def2-TZVPD basis

The net charge is +1. The orbital gap (spin up / spin down) is 6.4 / 6.8 eV. The total energy comes out at -58824.889 eV. Its spin multiplicity is 2.

Geometry (Å):
In 0.92 0.10 0.43
O 2.87 0.59 1.80
N 2.50 0.71 3.03
C 3.24 0.13 3.99
C 2.90 0.19 5.32
C 1.75 0.88 5.69
C 0.99 1.46 4.71
C 1.36 1.37 3.36
S 0.41 2.10 2.15
H 4.13 -0.38 3.63
H 3.52 -0.29 6.05
H 1.46 0.96 6.73
H 0.08 1.99 4.94
N 4.34 -0.20 -2.81
C 3.88 0.42 -1.71
N 2.66 0.03 -1.47
C 2.38 -0.86 -2.46
N 3.39 -1.01 -3.29
C 1.11 -1.54 -2.57
C 0.90 -2.58 -3.47
N -0.26 -3.20 -3.55
C -1.23 -2.79 -2.75
C -1.03 -1.75 -1.85
N 0.13 -1.13 -1.77
H 5.22 -0.12 -3.29
H 4.42 1.14 -1.13
H 1.70 -2.92 -4.12
H -2.17 -3.31 -2.83
H -1.82 -1.39 -1.19
O 0.38 -3.00 1.05
C 0.33 -2.63 2.32
O 0.70 -1.55 2.71
C -0.31 -3.68 3.23
N -0.55 -4.88 2.43
C -1.98 -5.18 2.46
C -2.61 -3.80 2.61
C -1.70 -3.15 3.65
H 0.34 -3.84 4.10
H 0.01 -5.67 2.72
H 0.02 -3.94 1.06
H -2.25 -5.81 3.31
H -2.28 -5.69 1.55
H -3.65 -3.84 2.94
H -2.56 -3.26 1.67
H -1.94 -3.51 4.65
H -1.74 -2.07 3.64
N 0.10 1.89 -1.23
C -0.30 2.63 -2.03
N -0.74 3.42 -2.95
C -0.37 4.82 -3.00
C -1.59 5.70 -2.74
C -2.72 5.34 -3.70
C -3.05 3.85 -3.60
C -1.80 3.01 -3.85
H 0.04 5.03 -4.00
H 0.41 5.01 -2.26
H -1.31 6.75 -2.87
H -1.92 5.56 -1.71
H -2.43 5.58 -4.72
H -3.61 5.93 -3.46
H -3.82 3.59 -4.33
H -3.44 3.63 -2.60
H -1.45 3.16 -4.88
H -2.01 1.95 -3.70

***

Formula: C2H9N2S
Source: the Open Molecules 2025 dataset
Level of theory: the ωB97M-V functional and the def2-TZVPD basis

The net charge is -1. The orbital gap is 6.9 eV. The total energy comes out at -16035.699 eV. Its spin multiplicity is 1.

Geometry (Å):
C 1.13 1.60 0.54
S -0.60 1.70 -0.14
H 1.27 1.12 1.49
H 1.41 2.65 0.52
H 1.77 1.03 -0.13
N 0.35 -1.32 -1.34
C 0.18 -2.08 -0.08
N -0.71 -1.55 0.95
H 0.55 -0.37 -0.93
H -0.58 -1.40 -1.73
H 1.16 -2.13 0.40
H -0.18 -3.12 -0.27
H -1.10 -0.64 0.64
H -0.23 -1.30 1.80

***

Formula: C12H16BrNO
Source: the Open Molecules 2025 dataset
Level of theory: the ωB97M-V functional and the def2-TZVPD basis

The orbital gap (spin up / spin down) is 7.7 / 7.7 eV. The total energy comes out at -86276.397 eV. Its spin multiplicity is 1.

Geometry (Å):
C 0.06 0.21 0.42
C 2.07 -0.69 -0.69
C -1.75 1.44 0.61
C 1.72 3.10 -1.52
C 0.60 3.24 -0.82
C 1.75 -2.08 -0.27
C -2.27 0.04 0.34
C 0.37 -2.68 -0.84
C -0.76 -1.61 -0.88
C -0.96 -0.82 0.38
C -1.03 -1.67 1.68
C 0.44 2.61 0.64
N -0.38 1.40 0.65
O -2.32 2.49 0.69
Br 3.45 -0.08 0.48
H 1.73 3.35 -2.55
H 2.47 2.64 -1.11
H -0.32 3.75 -1.23
H 2.58 -2.70 -0.71
H 1.72 -2.25 0.76
H -2.89 -0.20 1.14
H -2.82 -0.15 -0.65
H 0.44 -3.02 -1.89
H 0.06 -3.56 -0.16
H -0.77 -0.92 -1.67
H -1.55 -2.19 -1.17
H -0.15 -1.32 2.07
H -0.97 -2.70 1.42
H -1.90 -1.41 2.27
H 0.01 3.30 1.52
H 1.38 2.49 1.10

***

Formula: C35H37F5MgOP2Te
Source: the Open Molecules 2025 dataset
Level of theory: the ωB97M-V functional and the def2-TZVPD basis

The orbital gap is 6.1 eV. The total energy comes out at -83845.286 eV. Its spin multiplicity is 1.

Geometry (Å):
Mg -0.10 0.20 0.49
C -1.90 0.83 -7.52
C -1.93 -0.43 -7.07
C -1.06 -1.56 -7.54
C 0.26 -1.16 -8.23
C 1.20 -0.34 -7.38
C 1.24 0.99 -7.24
C 0.36 1.98 -7.95
C -0.97 1.44 -8.53
C 1.79 0.61 1.39
H -2.64 1.55 -7.17
H -2.72 -0.73 -6.37
H -1.63 -2.19 -8.25
H -0.82 -2.21 -6.69
H 0.80 -2.11 -8.41
H 0.06 -0.73 -9.22
H 1.95 -0.96 -6.88
H 2.03 1.45 -6.65
H 0.92 2.44 -8.78
H 0.11 2.80 -7.26
H -1.50 2.32 -8.92
H -0.77 0.80 -9.40
H 1.58 1.56 1.89
H 2.79 0.70 0.94
H 1.85 -0.17 2.16
P -1.52 -0.55 -1.73
P 1.56 0.01 -1.72
C -0.58 -0.76 -3.29
C 0.77 -0.58 -3.26
C -2.50 -2.08 -1.55
C -2.87 -2.85 -2.67
C -3.60 -4.02 -2.49
C -3.97 -4.45 -1.21
C -3.61 -3.68 -0.10
C -2.88 -2.51 -0.27
C -2.75 0.77 -2.09
C -2.32 2.11 -2.09
C -3.23 3.13 -2.32
C -4.58 2.85 -2.56
C -5.01 1.52 -2.57
C -4.10 0.48 -2.33
C 3.09 -1.00 -1.53
C 2.96 -2.29 -0.99
C 4.10 -3.08 -0.79
C 5.37 -2.61 -1.12
C 5.49 -1.32 -1.66
C 4.37 -0.52 -1.87
C 2.17 1.68 -2.19
C 2.38 2.62 -1.17
C 2.86 3.89 -1.50
C 3.12 4.24 -2.82
C 2.91 3.29 -3.83
C 2.45 2.01 -3.52
H -1.12 -1.04 -4.21
H 1.44 -0.76 -4.11
H -2.57 -2.54 -3.67
H -3.88 -4.61 -3.36
H -4.54 -5.38 -1.08
H -3.89 -4.00 0.90
H -2.58 -1.94 0.61
H -1.26 2.34 -1.91
H -2.90 4.17 -2.33
H -5.30 3.65 -2.75
H -6.05 1.28 -2.76
H -4.44 -0.56 -2.33
H 1.98 -2.67 -0.72
H 4.00 -4.08 -0.37
H 6.25 -3.22 -0.96
H 6.47 -0.94 -1.92
H 4.48 0.48 -2.30
H 2.17 2.36 -0.13
H 3.03 4.62 -0.71
H 3.47 5.24 -3.08
H 3.11 3.54 -4.87
H 2.29 1.27 -4.31
F -1.78 -1.97 4.30
Te -1.48 -0.35 3.36
F 0.29 -0.24 4.06
F -1.06 1.32 2.36
F -3.29 -0.18 2.78
F -2.05 0.65 4.89
O -0.95 -1.18 1.80

***

Formula: C3H4ClF3N3
Source: the Open Molecules 2025 dataset
Level of theory: the ωB97M-V functional and the def2-TZVPD basis

The net charge is +1. The orbital gap (spin up / spin down) is 8.2 / 6.3 eV. The total energy comes out at -28309.241 eV. Its spin multiplicity is 3.

Geometry (Å):
C 0.10 -0.62 -0.39
C 0.57 -0.99 1.09
C 1.69 0.82 0.44
N 1.07 0.49 -0.68
N 1.51 -0.03 1.46
N -1.22 -0.25 -0.33
F -0.41 -1.10 2.03
F 1.21 -2.21 1.09
F 0.50 -1.65 -1.18
Cl 2.75 2.14 0.41
H 1.13 0.91 -1.60
H 1.86 0.33 2.32
H -1.72 -0.50 0.51
H -1.73 -0.47 -1.16

***

Formula: C8H12NP
Source: the Open Molecules 2025 dataset
Level of theory: the ωB97M-V functional and the def2-TZVPD basis

The orbital gap (spin up / spin down) is 7.0 / 7.2 eV. The total energy comes out at -19262.574 eV. Its spin multiplicity is 1.

Geometry (Å):
C 1.71 -2.10 0.51
C -3.24 1.01 -2.91
C 1.71 -0.95 0.17
C -2.55 1.34 -1.99
C 1.89 -3.54 0.63
C -3.83 0.65 -4.19
C 1.58 2.62 2.01
C 1.33 0.43 2.80
N 1.58 1.27 1.66
P 1.93 0.83 0.10
H 2.72 -3.95 1.27
H 0.86 -3.88 1.02
H 1.73 -3.97 -0.35
H -4.97 0.83 -4.16
H -3.31 1.30 -4.91
H -3.59 -0.41 -4.22
H 1.02 2.95 2.85
H 1.79 3.35 1.33
H -2.11 1.56 -1.06
H 2.16 0.48 3.58
H 0.39 0.88 3.29
H 1.18 -0.71 2.56

***

Formula: C4H4KLiO5
Source: the Open Molecules 2025 dataset
Level of theory: the ωB97M-V functional and the def2-TZVPD basis

The orbital gap (spin up / spin down) is 2.1 / 2.1 eV. The total energy comes out at -30975.261 eV. Its spin multiplicity is 1.

Geometry (Å):
O 1.18 1.60 -2.87
C 0.48 1.46 -1.78
C 0.34 1.38 -3.97
O 2.76 -0.52 -0.52
O -0.52 0.63 -1.97
C -0.73 0.49 -3.36
H 0.89 0.87 -4.76
H -0.06 2.32 -4.36
H -0.64 -0.55 -3.67
H -1.73 0.82 -3.63
O 2.19 -2.65 -0.38
C 2.82 -1.76 -0.96
O 3.19 -1.92 -2.14
Li 2.93 0.97 0.91
K -2.72 0.34 -0.22

***

Formula: C17H19N
Source: the Open Molecules 2025 dataset
Level of theory: the ωB97M-V functional and the def2-TZVPD basis

The orbital gap is 8.5 eV. The total energy comes out at -19427.116 eV. Its spin multiplicity is 1.

Geometry (Å):
C -2.22 0.52 -3.42
C -1.90 1.05 -2.03
C -0.44 1.06 -1.69
C 0.20 2.12 -1.10
N 1.38 1.70 -0.53
C 1.58 0.38 -0.82
C 2.64 -0.47 -0.53
C 2.49 -1.81 -0.84
C 1.32 -2.33 -1.43
C 0.32 -1.44 -1.73
C 0.43 -0.06 -1.52
H -2.26 1.34 -4.15
H -3.08 -0.14 -3.54
H -1.44 -0.12 -3.82
H -2.26 2.07 -1.87
H -2.44 0.52 -1.24
H 0.01 3.16 -1.33
H 1.96 2.39 -0.08
H 3.60 -0.16 -0.15
H 3.34 -2.46 -0.67
H 1.42 -3.36 -1.70
H -0.59 -1.77 -2.20
C -0.23 1.95 3.21
C -0.21 0.55 2.66
C 0.77 -0.37 2.96
C 0.72 -1.68 2.48
C -0.35 -2.13 1.73
C -1.29 -1.18 1.34
C -1.22 0.12 1.80
H -1.17 2.24 3.69
H -0.11 2.63 2.36
H 0.58 2.11 3.91
H 1.57 -0.18 3.68
H 1.47 -2.35 2.86
H -0.42 -3.19 1.54
H -2.11 -1.44 0.68
H -2.05 0.75 1.52

***

Formula: C18H37NO7S
Source: the Open Molecules 2025 dataset
Level of theory: the ωB97M-V functional and the def2-TZVPD basis

The orbital gap is 10.3 eV. The total energy comes out at -45918.842 eV. Its spin multiplicity is 1.

Geometry (Å):
C -0.20 2.48 -7.81
C -1.62 1.74 -7.75
C -1.95 0.90 -6.42
C -0.95 1.08 -5.17
O -1.73 0.43 -4.09
O -0.80 2.43 -4.58
S 0.67 2.27 -3.70
O 1.60 3.27 -4.37
O 0.50 2.81 -2.29
O 1.04 0.62 -3.85
C 0.41 0.18 -5.09
O 1.39 0.29 -6.14
N 0.16 -1.30 -4.86
C 1.37 -1.86 -4.79
O 2.53 -2.27 -5.06
H 0.08 3.11 -6.89
H 0.63 1.74 -8.14
H -0.26 3.24 -8.70
H -2.47 2.50 -8.00
H -1.64 0.98 -8.64
H -2.04 -0.24 -6.67
H -3.01 1.22 -6.07
H -2.58 0.95 -3.96
H 0.94 -0.13 -6.93
C -2.89 -1.41 2.40
C -1.48 -0.86 2.24
C -1.34 0.11 1.07
C -1.63 -0.48 -0.31
C -0.77 -1.68 -0.70
C 0.72 -1.36 -0.78
H -3.21 -1.98 1.53
H -2.94 -2.07 3.27
H -3.61 -0.59 2.56
H -0.77 -1.69 2.13
H -1.20 -0.34 3.16
H -0.33 0.53 1.08
H -2.02 0.96 1.23
H -1.49 0.31 -1.06
H -2.68 -0.76 -0.38
H -1.10 -2.04 -1.68
H -0.93 -2.51 0.00
H 0.90 -0.57 -1.51
H 1.28 -2.25 -1.10
H 1.12 -1.05 0.18
C 1.62 -1.91 4.46
C 1.95 -1.85 5.94
C 0.88 -1.14 6.77
C 0.65 0.33 6.43
C 1.88 1.23 6.53
C 2.45 1.31 7.94
H 1.55 -0.91 4.02
H 2.40 -2.45 3.92
H 0.67 -2.43 4.29
H 2.93 -1.37 6.08
H 2.06 -2.87 6.31
H 1.14 -1.23 7.83
H -0.07 -1.68 6.65
H -0.13 0.72 7.09
H 0.24 0.41 5.41
H 1.60 2.24 6.22
H 2.66 0.89 5.84
H 1.70 1.68 8.65
H 3.30 1.99 7.97
H 2.79 0.33 8.30

***

Formula: C4H7NO
Source: the Open Molecules 2025 dataset
Level of theory: the ωB97M-V functional and the def2-TZVPD basis

The orbital gap is 10.1 eV. The total energy comes out at -7796.686 eV. Its spin multiplicity is 1.

Geometry (Å):
O 0.80 0.20 3.10
C 0.75 0.25 1.89
C -0.50 -0.02 1.02
N -0.14 0.33 -0.31
C 0.63 -0.35 -1.28
C -0.79 0.14 -1.54
H 1.66 0.51 1.32
H -1.30 0.70 1.32
H -0.83 -1.06 1.03
H 0.81 -1.44 -1.28
H 1.49 0.25 -1.55
H -0.99 1.10 -2.00
H -1.57 -0.62 -1.71